(1)
125
Properties=species:S:1:pos:R:3:forces:R:3 method="wB97M-V/def2-TZVPD" e_above_lowest_kcal_mol=315.6 homo_energy_ev=-10.851 e_lumo_ev=-4.80 total_charge=+1 max_force_ha_per_bohr=0.1111
H 4.09334 13.08027 1.11138 -0.1 -0.1 -0.2
H 3.41295 3.08236 0.97750 -0.2 -0.1 0.0
F -1.60901 4.90390 0.65484 0.4 -0.2 -0.1
C -0.68621 2.14868 -1.26099 0.8 -0.7 -0.1
H -4.18957 -4.80408 3.33842 2.5 1.3 0.4
F 1.39648 0.11941 -2.73153 -0.1 -0.6 -0.2
F 6.39931 -2.35604 -3.35130 -0.4 0.4 -0.4
F 3.83408 4.69951 2.05022 -0.5 -0.3 0.1
H 0.60146 -2.86468 0.96150 -1.5 -1.0 -0.9
C -2.06191 -4.40175 2.33848 0.8 1.4 1.0
C 2.16556 -0.81940 -3.34740 1.7 1.1 0.8
O -4.47669 -2.92457 -0.60752 3.9 -0.8 1.3
H 5.58005 -1.18997 -5.54702 0.0 0.0 0.2
F 4.13964 2.36415 5.03273 -0.4 -0.7 0.1
H 0.75879 -2.42105 -2.88895 0.2 0.3 0.0
H -8.19724 -5.71988 -1.20032 2.8 -0.8 -0.8
H -0.27368 -5.61299 3.98736 -0.3 0.0 -1.2
H -7.59822 -5.34934 1.17832 2.5 0.1 0.0
H -4.83218 -7.33709 -4.35102 -0.3 1.1 2.7
F 3.72954 -1.91795 -5.65120 0.5 -0.2 0.0
C 2.10277 3.21284 2.71051 0.0 -0.1 1.3
C 2.34443 9.04608 1.25889 1.0 0.2 -0.2
C -2.17938 2.16421 -0.90420 0.6 0.6 1.0
F 2.73202 -0.19614 -4.40799 -1.0 -0.1 0.5
C -0.38235 -5.38303 -0.85391 1.4 -0.5 -0.4
H 0.48797 1.83438 2.68569 0.2 0.2 0.2
H -3.40655 -1.01525 0.60706 0.0 -1.6 1.4
C 2.32840 12.13405 0.24878 -0.5 -1.2 -1.6
F -0.31665 4.52730 -1.92445 0.6 0.4 0.5
C 0.25913 4.30328 -0.71926 0.6 -1.2 -1.0
H 0.06541 -4.94948 -1.87233 -1.0 -0.9 2.2
C -0.69422 -3.43945 2.39198 -2.4 -1.8 -4.6
H 4.69108 -0.06942 -3.38336 -0.1 -0.4 -0.1
C -2.54264 -4.42771 0.73615 1.4 -0.4 2.1
B -1.09723 -2.95679 -1.23190 -1.4 1.6 -2.3
H 3.48804 0.86783 6.16552 -0.2 -0.1 -0.1
H -2.82031 -6.97036 -2.39267 -2.3 0.6 0.6
F 1.17921 3.95828 2.02404 1.2 -1.1 0.5
C 1.22313 9.34228 2.25233 -0.5 -0.1 0.9
O 3.18313 -1.16521 -2.40966 -1.0 -0.1 -1.7
C -4.28968 -6.11903 -0.59675 -3.4 -0.5 -3.2
H -0.18707 -2.93958 3.32698 -0.8 -0.9 -2.3
F 0.38225 -1.66266 -4.69500 0.3 0.3 0.4
H 2.29991 -5.48820 -1.89355 -0.4 -1.9 1.4
C -3.23482 -4.11278 3.47985 0.2 0.9 0.5
F 4.44252 2.70040 2.63861 -0.3 0.4 -0.3
C -3.91755 -6.67740 -2.10505 -3.7 0.7 0.7
C -6.42413 -5.22178 1.12994 -0.3 0.4 -0.9
C 1.58113 1.76942 2.74941 -1.1 -0.5 -0.2
F 2.03580 -3.01852 -4.28861 -0.3 0.4 0.5
F 3.56429 9.32825 1.78917 -0.5 -0.1 0.0
F -0.27417 6.50698 0.03349 0.2 -0.3 -0.5
C 3.09722 12.75719 1.42143 0.4 0.3 0.9
F 4.47088 -3.35990 -3.28378 0.0 0.2 -0.3
P -1.30967 -6.05087 3.05434 -0.9 -1.1 0.7
F -4.32411 3.10472 -1.30318 0.3 -0.4 0.1
O 2.95456 10.95884 -0.26229 -0.9 0.9 1.4
C 1.29457 -2.01667 -3.75045 -0.4 -0.8 -0.5
C -6.69026 -6.57438 -3.00294 3.4 0.8 3.6
C 5.07913 -2.21490 -3.69350 -0.1 -0.4 0.7
C 4.52583 -1.03239 -2.88565 0.5 0.6 0.9
F 2.11492 3.71804 3.97285 0.1 -0.2 -0.6
F 3.71659 0.47988 2.85665 0.1 -0.6 0.8
Cl 1.44797 -7.83159 -2.24807 0.6 1.5 0.8
C -5.08431 -6.90345 -3.27374 -1.7 1.2 3.0
C 3.95644 1.02857 5.19211 0.8 0.7 0.7
F 2.43493 13.83328 1.92466 -0.1 -0.3 -0.5
H 1.87112 1.19371 1.86239 0.2 0.3 0.2
C -1.09237 -4.14557 -0.04838 -0.3 0.8 -0.8
C -0.30951 5.19550 0.39210 -0.4 0.9 0.9
C 2.08620 -6.40128 -1.18890 -0.3 -0.3 0.8
H -0.50552 2.35706 -2.32224 -0.3 0.1 0.3
H -5.93379 -5.74509 2.05436 -0.9 0.8 -1.9
H 0.50729 -7.16292 0.26802 1.0 2.3 -0.3
H -2.12167 -2.26093 -2.95882 0.5 -1.2 0.0
H 1.16518 9.86403 -0.41149 0.2 0.0 0.4
F 1.03812 11.85445 0.55075 0.5 0.8 -0.1
N -1.72967 -3.16954 -2.62527 0.0 0.6 4.0
F 1.43669 8.68360 3.42413 0.2 -0.1 -0.3
H -2.43858 -3.93482 -2.60347 0.8 0.7 -0.6
H -0.34721 1.11425 -1.12569 -0.1 0.2 0.2
O 1.81877 1.04387 3.95943 1.9 -0.1 -0.2
F 5.19632 0.47003 5.21563 -0.6 -0.2 -0.3
C 3.10380 0.43374 4.06353 -1.5 0.0 -1.2
C 5.00029 -2.05416 -5.21004 0.4 -0.4 -1.1
F 5.50519 -3.15348 -5.83387 0.0 0.2 0.5
F -2.66731 0.90691 -1.15116 -0.1 -0.2 -0.4
F 3.24347 11.88139 2.44824 0.1 0.3 -0.6
H -2.99334 2.93972 -2.76779 0.2 -0.1 0.0
O -0.53247 -1.58552 -1.00943 -2.7 -1.9 0.5
F -2.31707 2.35316 0.43528 -0.1 -0.1 -0.5
H -2.40379 -6.76978 0.48876 -1.7 2.0 0.5
F -2.62453 4.43934 -1.51069 -0.4 -0.6 -0.1
H -0.76715 -6.91043 2.02292 0.3 1.3 0.5
H 5.12989 -0.97313 -1.97194 -0.2 -0.3 -0.2
C -3.22079 -5.90979 0.62653 -1.1 -0.8 -1.3
H -1.13578 -6.23576 -1.20034 1.4 2.2 1.0
C -5.90896 -5.79426 -0.33181 0.5 -0.9 -2.4
H 0.25400 9.01598 1.86400 0.1 0.0 -0.2
B -3.41868 -3.06617 0.45559 -2.5 2.6 -0.9
F 2.28536 13.01324 -0.78916 0.3 -0.1 0.7
O 0.17462 2.91313 -0.41149 -0.9 1.3 -0.5
H -3.82557 -6.11885 1.63435 1.5 0.4 -2.3
H 2.64103 9.06614 -0.84347 0.1 0.1 0.3
H -2.71536 -4.27450 4.54261 -1.5 0.1 -2.3
F 2.35044 7.69631 1.01814 -0.5 0.2 0.1
H 0.25520 5.07691 1.31935 -0.6 0.6 -1.0
N -0.29536 -3.42586 1.05695 1.1 0.5 5.6
F 2.87033 -0.88380 4.31198 0.2 0.4 0.3
F 1.58390 4.56707 -0.88518 -0.6 0.1 0.5
H -3.62768 -3.01121 3.48623 1.0 -1.9 -0.4
H -7.52502 -6.72599 -3.83742 2.1 0.3 2.1
H -4.20407 -3.42569 -1.43087 -0.9 0.4 1.5
F 1.14123 10.65517 2.56479 0.0 -0.6 0.1
C 3.45581 3.39226 2.02564 0.9 0.9 -0.5
C 2.21007 9.74787 -0.09998 0.2 -0.3 -1.1
O -3.19317 -1.79120 1.22719 -0.2 -2.1 -3.2
C 0.87395 -6.09460 -0.07795 0.7 -0.8 -1.3
H -1.34743 -1.00879 -0.80258 1.8 -1.0 -0.5
H -6.22321 -4.05147 1.20828 -0.3 -2.5 -0.3
C -7.07703 -6.00763 -1.49298 3.8 -0.7 -0.8
C -3.02240 3.16066 -1.69689 -1.1 0.6 -0.3
H 1.36592 -5.45609 0.76997 -1.2 -1.2 -1.4
H 3.06314 -6.82854 -0.67120 -2.2 1.1 -1.1
S -2.59791 -7.11729 4.05171 0.2 0.0 -0.2

---

(2)
92
Properties=species:S:1:pos:R:3:forces:R:3 method="wB97M-V/def2-TZVPD" s2=0.757 e_above_lowest_kcal_mol=0.0 homo_energy_ev="-3.750 / -3.747" e_lumo_ev="2.50 / 2.50" total_charge=-1 spin_multiplicity=2 max_force_ha_per_bohr=0.0268
C 3.05780 1.63349 3.63668 0.0 0.1 0.0
H -0.24886 1.96109 -2.08975 0.0 0.0 0.0
N -0.39748 1.09688 -2.60051 -0.1 0.0 -0.2
C 4.06051 0.01428 0.26545 0.0 -0.1 0.0
H -1.78668 -3.56478 -0.40393 0.0 0.0 0.0
H -3.49831 -1.63040 0.06729 0.0 0.0 0.0
C 3.91710 2.63730 3.19753 0.0 0.0 0.0
C -2.59884 1.04773 2.65914 -0.1 0.0 0.1
H 1.17218 0.66014 3.37594 0.0 0.0 0.0
C -2.74506 0.87368 -1.95304 0.0 -0.1 0.1
H -2.17599 -1.81600 -5.24812 0.0 0.0 0.0
N -1.68281 -3.04120 -1.26495 -0.3 -0.1 -0.1
H -3.48275 4.05762 6.31621 0.0 0.0 0.0
B 2.62386 -2.07082 0.78493 0.0 0.0 0.0
C -2.68455 4.06155 5.58132 0.0 -0.1 -0.1
H -2.03759 -2.60567 -7.55651 0.0 0.0 0.0
C -2.66621 3.03915 4.59567 -0.1 0.0 0.1
H -2.80122 -2.27099 -2.82762 0.0 0.0 0.0
C -1.14396 -2.63371 -6.94106 -0.1 0.0 0.1
N 1.32548 -1.97713 1.63636 -0.1 -0.2 -0.3
C 4.03958 1.06182 -0.62829 0.0 0.1 0.1
H 0.16170 4.01386 2.97315 -0.1 0.0 0.0
H 4.76863 -0.24660 1.03417 0.0 0.0 0.0
H -4.44420 2.05100 5.33747 0.0 0.0 0.0
C 1.83147 1.44450 3.01405 0.0 0.0 -0.1
H 4.18813 4.23007 1.78568 0.0 0.0 0.0
H -1.70940 3.67997 -0.18042 0.0 0.0 0.0
C 3.52920 3.44234 2.13608 0.0 0.0 0.0
C 1.41824 2.23937 1.93705 0.1 -0.1 0.0
C -0.76433 -2.09654 2.07965 -0.1 0.1 0.0
C -0.64687 4.03509 3.69053 -0.1 -0.1 -0.1
C -0.67315 3.63969 0.16857 0.1 0.1 0.0
C -1.23144 -2.18229 -5.63473 0.0 -0.1 -0.2
C -1.71929 5.02392 5.61247 0.1 0.0 -0.1
H 0.26569 1.03604 -3.36486 0.0 0.0 0.0
H -2.60349 0.24348 1.92813 0.0 0.0 0.0
H 2.11016 -3.50665 -7.02472 0.0 0.0 0.0
H -2.14424 0.09314 -0.17299 0.0 0.0 0.0
H 3.86140 -4.62100 0.42658 0.0 0.0 0.0
N 2.46699 -3.20699 -0.26181 -0.2 0.2 0.0
C 1.67477 -4.25097 -1.95867 0.0 0.1 -0.1
N 1.57319 -3.11749 -1.27446 0.3 -0.2 0.2
C 1.22948 -2.08987 2.97206 0.1 0.0 0.0
C 2.84863 0.87470 -1.33387 -0.1 0.0 -0.1
C 1.11635 -2.68558 -5.33802 0.0 -0.1 -0.2
C -3.40263 -1.34539 -0.98605 0.1 0.1 0.0
N 2.96861 -0.74247 0.06567 -0.2 0.0 -0.1
H -4.38255 0.27457 3.62785 0.0 0.0 0.0
C -3.62712 1.05294 3.63701 0.1 0.0 -0.1
C -1.64087 3.01844 3.61611 0.2 0.0 -0.1
C -0.09572 -2.18883 -4.77885 0.0 0.2 0.7
C -1.77146 1.01823 -3.11464 0.1 -0.1 0.1
H -2.05592 1.88655 -3.71936 0.0 0.1 0.0
H 1.07635 -4.39019 -2.84833 0.0 0.0 0.0
H -0.02856 3.80835 -0.70299 0.0 0.0 0.0
N -0.15302 -1.76121 -3.51538 0.0 -0.4 -1.3
H 3.34462 1.00233 4.47135 0.0 0.0 0.0
C 2.29983 3.23708 1.51490 0.0 0.0 0.1
H 2.00378 -2.69759 -4.71694 0.0 0.0 0.0
H 3.53832 -2.34008 1.52497 0.0 0.0 0.0
H 4.75316 1.86098 -0.72394 0.0 0.0 0.0
C -0.10391 -2.15913 3.31396 0.0 0.0 0.0
H -4.39601 -1.01577 -1.31131 0.0 0.0 0.0
H -1.82688 -2.10760 1.88221 0.0 0.0 0.0
H -0.51790 4.47519 0.85690 0.0 0.0 0.0
C -2.96673 -2.56515 -1.78843 0.2 0.0 0.0
H -3.76209 0.77382 -2.34496 0.0 0.0 0.0
C 1.16366 -3.13663 -6.64343 0.1 0.0 0.1
H 2.94096 -6.07682 -1.72028 0.0 0.0 0.0
H 0.09805 5.75597 4.68314 0.0 0.0 0.0
H 0.09861 -3.47340 -8.49529 0.0 0.0 0.0
C 0.04428 -3.12157 -7.47423 0.0 0.0 0.1
C 3.10893 -4.38471 -0.30797 0.0 0.0 0.0
H 2.42618 1.48337 -2.11950 0.0 0.0 0.0
H -1.19435 -3.61780 -1.93994 0.0 0.0 0.0
H -3.75632 -3.32442 -1.78182 0.0 0.0 0.0
C -1.60543 1.99552 2.60009 0.0 0.1 0.1
H -0.53436 -2.22706 4.29800 0.0 0.0 0.0
H 2.12002 -2.10470 3.57894 0.0 0.0 0.0
C -3.66494 2.02969 4.58296 0.1 0.1 0.0
C -0.68091 5.00386 4.65228 -0.1 0.0 0.1
H 4.87389 2.79148 3.68279 0.0 0.0 0.0
H -1.82471 0.13498 -3.75500 0.0 0.0 0.0
N 0.09167 -1.98397 1.07438 0.4 0.1 0.2
N -2.42171 -0.26551 -1.08530 -0.1 0.0 0.0
H 2.02023 3.88410 0.68812 0.0 0.0 0.0
H -1.74295 5.79672 6.37144 0.0 0.0 0.0
Ca 0.03165 -1.13453 -1.35005 -0.4 0.3 0.6
H -2.72103 1.78648 -1.35075 0.0 0.0 0.0
Ge -0.31804 1.82992 1.00959 -0.2 -0.2 0.1
N 2.20602 -0.21308 -0.92380 0.7 0.1 0.4
C 2.63344 -5.10021 -1.38797 0.0 0.0 0.0

---

(3)
90
Properties=species:S:1:pos:R:3:forces:R:3 method="wB97M-V/def2-TZVPD" s2=0.757 e_above_lowest_kcal_mol=70.6 homo_energy_ev="-6.775 / -6.698" e_lumo_ev="-1.03 / -1.11" spin_multiplicity=2 max_force_ha_per_bohr=0.0225
H 4.71690 2.40987 5.84183 0.0 0.0 0.0
C -2.38175 -0.42786 3.42672 0.1 0.0 0.0
H 4.19796 2.40548 -4.20872 0.0 0.0 0.0
H -4.63861 0.11295 0.94690 0.0 0.0 0.0
H -0.37668 -1.13609 3.03626 0.0 0.0 0.0
C 4.30571 -0.55756 0.78136 0.0 0.0 0.0
H -1.60726 0.45589 -3.94676 0.0 0.0 0.0
H -2.38784 5.65953 1.45346 0.0 0.0 0.0
N -1.49091 -0.98066 1.31332 0.1 0.4 0.0
C -2.45999 -0.94961 -0.75064 -0.2 -0.2 0.2
H 1.86129 2.11630 -0.39690 0.2 0.1 0.0
H -0.72477 1.10511 -2.57833 0.0 0.0 0.0
C 5.21059 -1.27144 1.54964 0.0 0.0 0.0
C -1.71190 4.81461 1.46876 0.0 0.0 0.0
C 3.21320 -1.09445 -2.91707 0.1 0.0 0.0
H 5.66004 -3.15450 2.47681 0.0 0.0 0.0
H 3.58129 -4.23805 1.68818 0.0 0.0 0.0
C -0.51260 3.12787 2.69572 0.0 0.0 0.0
C -3.58762 1.94283 -0.88171 0.0 0.0 0.0
C 3.78597 -3.20535 1.43629 0.0 0.0 0.0
C -0.31354 3.23835 0.30949 0.0 0.0 0.0
H -2.26866 -4.03266 -2.89007 0.0 0.0 0.0
H 2.51652 3.71400 2.41291 0.0 0.0 0.0
C -1.38506 4.20230 2.67326 0.0 0.0 0.0
H 4.83336 0.38764 -5.49065 0.0 0.0 0.0
H 0.04567 2.85007 -0.63753 0.0 0.0 0.0
H 4.19994 -1.85382 -4.65352 0.0 0.0 0.0
C 2.24557 1.65329 2.96206 0.2 0.1 -0.2
H -2.78000 -4.93205 -0.12094 0.0 0.0 0.0
H 2.20879 -0.34535 3.73591 0.0 0.0 0.0
Si -3.04829 0.44220 -1.89899 0.0 0.1 0.1
H -1.40014 -3.89928 0.27718 0.0 0.0 0.0
N 2.06344 1.30017 0.16685 -0.3 -0.1 -0.3
H -2.91165 -3.75251 1.18398 0.0 0.0 0.0
C 3.49486 0.92395 4.89757 0.0 0.0 0.0
C 2.84954 0.04044 -2.19269 -0.1 0.1 -0.1
H -1.43835 4.78346 -0.65790 0.0 0.0 0.0
H -0.25065 2.67251 3.64398 0.0 0.0 0.0
H -5.40515 -3.68835 -0.63863 0.0 0.0 0.0
H -2.26183 -0.36274 4.49860 0.0 0.0 0.0
H -3.58503 2.81979 -1.53502 0.0 0.0 0.0
Sb -0.69660 -3.36821 -5.31762 0.4 -0.2 0.0
C 3.67627 3.19936 4.13814 0.0 0.0 0.0
C -3.57802 -0.06270 2.80637 -0.1 0.0 -0.1
C 2.87329 -2.48884 0.67290 0.0 0.0 0.0
H -1.97451 2.08942 -3.36995 0.0 0.0 0.0
Si -3.18278 -2.67736 -1.02914 -0.2 0.0 0.0
C 3.92591 -0.96719 -4.09687 0.0 0.0 0.0
C 3.20751 1.29924 -2.66566 0.0 0.0 0.0
S 0.15670 -1.78101 -3.72082 -0.3 -0.2 0.1
H -4.70714 0.83025 -3.66994 0.0 0.0 0.0
H -4.40546 0.29685 3.40558 0.0 0.0 0.0
H -5.24418 -2.24081 0.34722 0.0 0.0 0.0
C 0.04974 2.63912 1.51312 0.0 0.0 -0.1
H 2.93601 -2.07742 -2.55418 0.0 0.0 0.0
H 3.77274 0.13838 5.58847 0.0 0.0 0.0
S 0.23778 -5.31515 -4.81810 -0.2 0.2 0.1
C 3.12912 -1.16241 0.34205 0.1 -0.1 -0.1
C -2.64539 -0.65780 0.68902 0.2 -0.2 0.1
C 3.91996 1.42280 -3.85033 0.0 0.0 0.0
C -1.17550 4.32868 0.28869 0.0 0.0 0.0
P 1.92230 -0.21733 -0.65615 0.1 -0.3 1.1
C -3.05287 -3.27640 -2.81199 0.0 0.0 0.1
S 0.15812 -2.76737 -1.85514 0.2 0.1 -0.6
C 2.60855 0.65539 3.86150 0.0 0.0 0.0
C 2.79099 2.92890 3.10840 0.0 0.0 0.0
H 1.95747 -2.95590 0.33338 0.0 0.0 0.0
C 4.02674 2.19588 5.03568 0.0 0.0 0.0
H -4.41935 -0.90506 -3.54766 0.0 0.0 0.0
C -1.34450 -0.86525 2.63602 0.0 -0.1 0.1
H -2.81028 -2.44498 -3.47723 0.0 0.0 0.0
P 1.12038 1.16223 1.60480 -0.1 0.2 0.5
C -2.48560 -3.92635 0.19155 0.0 0.0 0.0
Ir -0.31502 -1.01603 -0.44238 -0.2 0.1 -0.9
C -3.71673 -0.16111 1.43765 0.0 0.0 0.1
H -3.99975 -3.71242 -3.13894 0.0 0.0 0.0
H -5.61667 -2.10235 -1.37665 0.0 0.0 0.0
C -1.70736 1.07591 -3.05719 0.0 -0.1 0.1
H -1.80553 4.56979 3.60075 0.0 0.0 0.0
H -4.60031 1.84019 -0.48718 0.0 0.0 0.0
H 2.95423 2.19626 -2.11563 0.0 0.0 0.0
C -4.54077 0.00955 -2.96603 0.0 0.0 0.0
H 6.11715 -0.79265 1.89760 0.0 0.0 0.0
H -5.44570 -0.09363 -2.36437 0.0 0.0 0.0
C 4.95193 -2.59722 1.87656 0.0 0.0 0.0
H 4.49883 0.47991 0.53770 0.0 0.0 0.0
H -2.92282 2.15497 -0.04224 0.0 0.0 0.0
H 4.09613 4.19158 4.24464 0.0 0.0 0.0
C -5.03496 -2.65867 -0.64046 0.0 0.0 0.0
C 4.27761 0.29067 -4.56691 0.0 0.0 0.0